{
  "formula": "C23H42Cl2CrN2O3P",
  "method": "ωB97M-V/def2-TZVPD",
  "homo_lumo_gap_ev": [3.384, 4.902],
  "molar_mass_g_mol": 548.5,
  "lumo_energy_ha": [0.086, 0.085],
  "e_tot_ev": -96410.51269,
  "de_lowest_kcal_mol": 87.0,
  "charge": -1,
  "spin_multiplicity": 5,
  "s_squared": 6.01,
  "symbols": ["O", "C", "C", "C", "H", "C", "H", "C", "H", "C", "H", "C", "H", "H", "C", "C", "H", "H", "H", "C", "C", "H", "H", "H", "H", "Cr", "Cl", "Cl", "C", "O", "N", "C", "C", "H", "H", "H", "H", "H", "H", "H", "H", "H", "C", "C", "N", "H", "C", "O", "H", "H", "H", "H", "C", "C", "P", "C", "C", "C", "C", "H", "H", "H", "H", "H", "H", "H", "H", "H", "H", "H", "H", "H", "H", "H"],
  "xyz": [[0.16197, -0.38795, -1.47836], [1.06049, -0.61031, -2.52748], [0.84414, -1.96335, -3.16435], [0.11509, -2.95455, -2.51639], [-0.32860, -2.71838, -1.56083], [-0.05049, -4.20786, -3.08827], [-0.61063, -4.97180, -2.56245], [0.50148, -4.48593, -4.33166], [0.37484, -5.46288, -4.78071], [1.21269, -3.49620, -4.99828], [1.63935, -3.69908, -5.97234], [1.38222, -2.24856, -4.41577], [1.94139, -1.48014, -4.93559], [0.91495, 0.14032, -3.31223], [2.79564, 1.03123, -1.76052], [2.46644, -0.41021, -1.97675], [3.86056, 1.24393, -1.80454], [2.40982, 1.36825, -0.80019], [2.30405, 1.64610, -2.51853], [3.26617, -1.44055, -1.69327], [4.63826, -1.39968, -1.11084], [2.90357, -2.43647, -1.92428], [5.39460, -1.82960, -1.76162], [4.67517, -1.94213, -0.16270], [4.93940, -0.37364, -0.88356], [0.48253, -0.20711, 0.36029], [0.13240, -2.43232, 0.92332], [2.78742, -0.44323, 0.32924], [1.34100, -0.32591, 3.15438], [0.53801, 0.25537, 2.40643], [1.38757, -0.13321, 4.47533], [0.82049, 1.05101, 5.08706], [1.99390, -1.11376, 5.34927], [2.06425, -1.03939, 2.76274], [0.32407, 1.63516, 4.32179], [1.60384, 1.65061, 5.55133], [0.09813, 0.76978, 5.85340], [2.22552, -2.01305, 4.78751], [1.31472, -1.37553, 6.16131], [2.91609, -0.72474, 5.78220], [0.61772, 5.19594, 0.65198], [-1.44016, 5.30778, -1.14566], [1.04575, 4.61416, -0.16516], [-0.88957, 4.55326, -1.70673], [0.01768, 3.84322, -0.83105], [1.80393, 3.94772, 0.23173], [-0.03172, 2.51691, -0.70427], [0.66467, 1.87744, 0.10246], [-1.58591, 3.84551, -2.14000], [-0.71875, 2.00923, -1.37926], [1.52685, 5.29140, -0.86927], [-0.33433, 5.04997, -2.50383], [-2.93348, -1.47564, 2.89100], [-3.24646, -1.24330, 1.41099], [-1.97520, -0.18695, 0.58773], [-2.56277, -0.44259, -1.15267], [-4.06551, -0.25875, -1.37219], [-2.16362, 1.34150, 1.62164], [-3.59408, 1.87068, 1.72396], [-1.92240, -1.91965, 3.00748], [-3.67794, -2.17905, 3.31760], [-2.98694, -0.53744, 3.47474], [-3.23021, -2.23689, 0.91447], [-4.26659, -0.82643, 1.31645], [-2.07161, 0.29307, -1.81413], [-2.29038, -1.46531, -1.47957], [-4.38728, 0.75640, -1.07010], [-4.28874, -0.38394, -2.45284], [-4.66061, -1.02330, -0.83715], [-1.76912, 1.16485, 2.64053], [-1.57503, 2.15789, 1.18710], [-4.26698, 1.16369, 2.24398], [-3.58958, 2.80922, 2.31766], [-3.99415, 2.10517, 0.71826]],
  "forces_ev_per_angstrom": [[-0.238, 0.319, -1.644], [0.173, -0.299, 1.200], [-0.044, -0.249, -0.184], [-0.157, 0.191, -0.014], [0.134, -0.037, 0.147], [0.071, -0.028, -0.185], [-0.009, 0.009, 0.037], [-0.030, -0.017, 0.060], [-0.001, -0.048, -0.031], [0.023, 0.059, 0.005], [0.028, -0.016, -0.062], [-0.074, -0.078, -0.031], [0.079, 0.042, -0.014], [-0.104, 0.217, -0.283], [-0.163, 0.910, -0.566], [0.501, -0.650, -3.493], [0.185, -0.050, 0.066], [0.381, 0.207, -0.671], [0.009, 0.071, -0.453], [0.302, -0.504, -2.842], [0.790, 0.157, -0.068], [-0.105, -0.048, 0.046], [0.107, -0.265, -0.471], [0.005, -0.043, -0.219], [0.085, -0.206, -0.104], [0.090, -0.011, 0.609], [-0.127, -2.227, 0.713], [0.363, 0.570, 7.924], [-0.828, -0.074, -1.073], [0.890, 0.145, 1.133], [-0.073, 0.333, 0.630], [-0.164, -0.356, -0.038], [0.351, 0.283, -0.182], [-0.157, -0.282, -0.190], [-0.051, 0.049, -0.094], [0.106, 0.035, 0.056], [-0.116, 0.042, 0.070], [0.000, -0.051, -0.080], [-0.108, 0.001, -0.026], [0.117, -0.007, 0.151], [0.023, 0.089, 0.074], [-0.107, 0.047, 0.024], [-0.023, -0.015, 0.174], [0.319, -0.086, 0.112], [0.160, 0.505, -0.252], [-0.060, -0.160, 0.067], [0.981, -1.115, 1.043], [-1.026, 1.970, -0.807], [-0.151, -0.052, -0.100], [-0.201, -0.184, -0.095], [-0.074, 0.082, -0.135], [-0.023, 0.035, -0.088], [0.037, -0.267, 0.387], [-0.016, -0.449, 0.287], [0.255, -1.488, 0.797], [-1.277, 1.594, -0.451], [-0.504, -0.181, -0.422], [-1.531, 1.089, -0.807], [-0.303, 0.616, 0.421], [-0.531, 0.302, -0.097], [0.382, 0.334, -0.078], [0.050, -0.393, -0.191], [0.024, 0.619, 0.047], [0.331, -0.190, -0.068], [0.183, -0.680, 0.293], [0.425, 0.652, 0.536], [-0.044, -0.531, -0.108], [-0.025, 0.115, 0.475], [0.180, 0.518, -0.180], [0.096, -0.366, -0.792], [0.184, -0.340, 0.178], [0.220, 0.306, -0.381], [-0.219, -0.322, -0.252], [0.031, -0.151, 0.558]],
  "lowdin_spin": [0.050, 0.009, 0.001, 0.001, 0.000, 0.000, 0.000, 0.000, 0.000, 0.000, 0.000, 0.000, 0.000, 0.000, 0.002, 0.003, 0.001, 0.001, 0.000, -0.001, 0.004, 0.000, 0.001, 0.001, 0.001, 3.561, 0.077, 0.065, 0.013, 0.013, 0.008, 0.001, 0.001, 0.002, 0.000, 0.000, 0.000, 0.000, 0.000, 0.000, 0.000, 0.000, 0.001, 0.001, 0.010, 0.000, 0.018, 0.026, 0.000, 0.002, 0.000, 0.000, 0.003, 0.024, 0.070, 0.003, 0.002, 0.004, 0.002, 0.001, 0.000, 0.000, 0.001, 0.006, 0.000, 0.001, 0.000, 0.000, 0.001, 0.002, 0.001, 0.001, 0.000, 0.000]
}